Entry 1:
A 2-piece molecular cluster, C2H9N5 overall, computed with ωB97M-V/def2-TZVPD.

Calculated values
Spin multiplicity: 1
Relative energy (zero: lowest compared OMol25 entry of this formula, charge and spin) in kcal/mol: 80.5
LUMO energy in eV: 0.4607
HOMO energy in eV: -8.116
Max |F| in eV/Å: 3.805
Charge: 0
Energy in eV: -9667.4059
Orbital gap in eV: 8.58

Structure (XYZ):
```
16
Properties=species:S:1:pos:R:3:forces:R:3:lowdin_charge:R:1
N 1.0203 0.6663 -0.7132 0.8 -0.2 -0.8 -0.13
N 1.9255 -0.1632 -0.6985 0.0 1.9 -0.3 0.03
C -0.0554 0.7383 0.2142 -0.9 0.0 0.2 -0.37
N 0.9474 -2.5878 -0.6932 1.2 2.2 0.2 -0.06
N -0.0292 -0.2047 1.2422 -0.2 0.0 0.4 0.08
N -2.2098 1.6491 0.7554 0.1 0.0 0.0 0.07
C -1.0546 1.6193 0.0068 0.4 -0.3 0.2 -0.14
H 0.9523 1.3691 -1.4837 0.1 -0.1 0.4 0.15
H 1.4969 -1.5295 -0.6074 -1.5 -3.5 0.2 -0.03
H 1.6387 -3.2706 -0.3846 -0.1 0.1 0.0 -0.02
H 0.8469 -2.7500 -1.6895 0.0 -0.1 -0.1 -0.03
H 0.9391 -0.4765 1.4228 -0.3 0.0 -0.1 0.08
H -0.5497 -1.0527 1.0122 0.3 0.2 -0.1 0.09
H -2.7020 2.5254 0.8029 0.0 0.0 0.0 0.09
H -2.1609 1.1488 1.6306 0.0 0.0 0.0 0.08
H -1.0054 2.3189 -0.8170 0.0 -0.1 -0.1 0.11
```
Forces are in eV/Å.

***

Entry 2:
A 2-piece molecular cluster, C4HCl3 overall, computed with ωB97M-V/def2-TZVPD.

Calculated values
Spin multiplicity: 1
Relative energy (zero: lowest compared OMol25 entry of this formula, charge and spin) in kcal/mol: 83.3
LUMO energy in eV: -0.8328
HOMO energy in eV: -8.917
Max |F| in eV/Å: 3.024
Charge: 0
Energy in eV: -41724.5644
Orbital gap in eV: 8.08

Structure (XYZ):
```
8
Properties=species:S:1:pos:R:3:forces:R:3:lowdin_charge:R:1
C 0.4854 1.9227 -0.0233 0.0 1.3 -0.5 0.13
C 0.4901 0.7265 0.4050 0.2 -2.3 0.8 -0.41
C 0.3632 -0.3838 1.4160 0.4 0.7 -0.8 -0.61
C 0.7552 -0.7392 0.2185 -0.9 1.3 2.6 -0.75
Cl 0.1599 -0.5187 3.1017 0.0 -0.2 -1.1 0.73
Cl -1.8270 -0.0605 -1.7583 -0.2 0.5 -0.7 0.31
Cl 1.3999 -1.8767 -0.7476 0.4 -0.7 -1.0 0.80
H -1.8267 0.9296 -2.6120 0.0 -0.6 0.6 -0.20
```
Forces are in eV/Å.